(1)
Computed, not measured: a 2-piece molecular cluster, C18H26Cl4NO4 overall, with the ωB97M-V functional and the def2-TZVPD basis.

Values from the calculation:
- highest occupied orbital energy (Eh) = -0.4506
- largest force on an atom (eV/A) = 0.83
- Kohn-Sham gap (eV) = 8.2
- net charge = +1
- energy above the lowest of the compared OMol25 structures with the same formula, charge and spin (kJ/mol) = 0.0

Geometry as XYZ:
```
53
Properties=species:S:1:pos:R:3:mulliken_charge:R:1
Cl -5.90 -5.28 1.65 -0.1340
Cl -6.32 -7.66 0.05 -0.1164
Cl -4.61 -7.77 2.39 -0.1131
Cl -2.94 -3.85 0.07 -0.2122
O 5.71 1.20 2.71 -0.5252
O 5.60 2.25 0.72 -0.3466
O 0.17 0.69 1.71 -0.4994
O -0.11 2.74 2.50 -0.4791
N -0.59 -0.72 -1.98 0.0499
C -5.18 -6.78 1.05 0.2440
C 7.45 0.78 1.12 -0.9782
C 1.48 2.27 -1.74 -1.4368
C 2.18 3.05 -0.61 0.2315
C -1.81 -1.28 -1.99 -0.6535
C 4.19 2.07 0.59 -0.4787
C -2.53 0.46 -0.57 -0.4430
C 3.71 2.90 -0.59 -0.8655
C 1.20 0.79 -1.39 -0.6040
C -0.26 1.80 1.56 0.6779
C -2.83 -0.71 -1.27 0.3527
C -4.20 -1.35 -1.22 -1.2834
C -0.25 0.39 -1.30 0.1260
C -3.63 -2.49 1.01 -0.4839
C -1.25 1.02 -0.57 1.2013
C -0.98 2.22 0.28 -1.6772
C 6.18 1.40 1.63 0.7175
C -4.64 -1.68 0.21 -0.5956
H 1.67 0.49 -0.45 0.4027
H -3.31 0.93 0.01 0.4336
H 7.23 0.13 0.28 0.2715
H -5.59 -2.20 0.18 0.4102
H -0.62 3.53 2.29 0.3689
H -1.93 2.67 0.57 0.6784
H -4.09 -2.95 1.88 0.4340
H 1.81 2.66 0.35 -0.2383
H 1.89 4.10 -0.63 0.5055
H 3.98 1.01 0.43 0.3271
H -2.79 -1.89 1.36 0.2845
H 0.14 -1.18 -2.51 0.3123
H 3.70 2.39 1.51 0.3001
H 4.21 3.87 -0.59 0.3365
H -1.95 -2.18 -2.57 0.3990
H 8.12 1.56 0.76 0.3060
H -4.93 -0.70 -1.70 0.3886
H 2.17 2.27 -2.59 0.5472
H -4.33 -6.51 0.44 0.1260
H 7.91 0.22 1.93 0.3257
H -0.41 3.01 -0.22 0.4754
H -4.18 -2.28 -1.79 0.4767
H -4.79 -0.74 0.76 0.3360
H 4.03 2.40 -1.51 0.2375
H 0.58 2.78 -2.07 0.6127
H 1.65 0.17 -2.16 0.2675
```

=====

(2)
Computed, not measured: C18H26ClMnN3O5PS4 as an isolated structure, with the ωB97M-V functional and the def2-TZVPD basis.

Values from the calculation:
- spin multiplicity = 6
- highest occupied orbital energy (alpha / beta) (Eh) = -0.1301 / -0.1341
- largest force on an atom (eV/A) = 0.15
- ⟨S²⟩ = 8.756
- Kohn-Sham gap (alpha / beta) (eV) = 5.8 / 5.9
- net charge = -1

Geometry as XYZ:
```
59
Properties=species:S:1:pos:R:3:mulliken_charge:R:1
Mn -0.93 0.47 -0.22 0.3045
Cl 4.58 6.11 -0.06 -0.2661
S -2.15 -3.99 0.98 -0.2080
S -0.67 -2.85 3.21 -0.2122
S -2.33 -1.48 -0.60 -0.4825
S -0.51 -0.09 2.12 -0.4915
P 1.92 -0.07 -2.17 -0.2795
O -0.77 5.03 -2.20 -0.4914
O -1.43 -5.38 3.10 -0.6271
O -2.06 2.34 -0.22 -0.9146
O -0.48 2.34 -1.77 -0.6125
O 0.94 -0.08 -1.06 0.0737
N 3.29 -0.84 -1.66 0.5093
N 2.50 1.40 -2.67 0.5568
N 1.31 -0.81 -3.51 0.4951
C 3.05 2.27 -1.63 -0.8624
C 1.08 6.00 -3.94 -1.5658
C -1.39 2.90 -1.12 1.0411
C 1.90 2.14 -3.77 -0.4918
C 4.62 -0.64 -2.19 -1.2073
C 1.42 5.76 -2.50 1.2349
C -1.07 -1.74 1.90 0.1710
C -1.76 -2.27 0.86 0.1574
C 0.74 5.00 -0.30 -0.7942
C 2.15 -1.18 -4.63 -1.0075
C 0.44 5.24 -1.63 0.7193
C 3.17 -1.95 -0.73 -1.0486
C -1.42 -4.30 2.55 0.5942
C -0.12 -0.91 -3.76 -0.6038
C 2.68 6.03 -2.00 -0.7230
C -1.75 4.35 -1.43 -0.8242
C 2.97 5.78 -0.66 0.1526
C 2.01 5.27 0.19 -0.7517
H 2.25 5.07 1.22 0.4379
H 2.68 2.70 -4.29 0.3326
H 3.86 -1.81 0.10 0.3036
H 3.45 6.42 -2.65 0.3610
H -1.96 4.88 -0.49 0.4435
H 0.27 6.73 -4.03 0.3535
H 0.72 5.09 -4.41 0.2947
H 1.93 -0.57 -5.51 0.3639
H 3.48 1.67 -0.83 0.4792
H 1.42 1.46 -4.47 0.2115
H -0.68 -0.76 -2.84 -0.1429
H 1.14 2.84 -3.40 -0.1886
H 1.94 6.37 -4.49 0.4005
H 3.40 -2.90 -1.22 0.2732
H 2.28 2.92 -1.22 -0.1480
H 3.84 2.89 -2.06 0.4092
H -0.36 -1.91 -4.13 0.3666
H 0.01 4.57 0.37 0.3911
H 1.99 -2.23 -4.90 0.3198
H 3.20 -1.05 -4.38 0.2256
H 2.16 -1.98 -0.33 0.2940
H -0.45 -0.18 -4.51 0.2406
H 5.33 -0.46 -1.38 0.3505
H -2.66 4.36 -2.03 0.3885
H 4.97 -1.53 -2.74 0.3208
H 4.64 0.21 -2.86 0.3731
```

=====

(3)
Computed, not measured: C18H26I2N4O6PdSi2 as an isolated structure, with the ωB97M-V functional and the def2-TZVPD basis.

Values from the calculation:
- spin multiplicity = 5
- highest occupied orbital energy (alpha / beta) (Eh) = -0.2807 / -0.3215
- largest force on an atom (eV/A) = 2.68
- ⟨S²⟩ = 6.019
- Kohn-Sham gap (alpha / beta) (eV) = 6.5 / 5.0
- net charge = 0
- energy above the lowest of the compared OMol25 structures with the same formula, charge and spin (kJ/mol) = 119.9

Geometry as XYZ:
```
59
Properties=species:S:1:pos:R:3:mulliken_charge:R:1
I -0.13 1.44 4.13 -0.2119
I -2.99 0.79 1.77 0.2443
Pd -0.14 0.63 1.58 -1.7210
Si 0.41 -2.33 0.53 0.9927
Si 2.94 -0.29 1.39 0.4922
O -4.63 4.11 -2.78 -0.5944
O -0.52 -0.85 -0.26 0.8734
O -5.77 2.63 -3.83 -0.6000
O -1.76 -2.30 -1.39 -0.5790
O 0.90 2.74 0.95 -0.3695
O 1.33 2.84 -1.27 -0.2408
N -4.87 2.97 -3.10 0.9836
N 1.54 2.56 -4.89 -0.6080
N -0.75 1.76 -0.90 1.1530
N 0.05 2.05 -3.01 -0.5048
C -1.51 -1.17 -1.06 -0.2146
C 0.19 2.19 -1.76 0.5970
C 1.12 -2.78 -1.23 -1.4019
C -2.83 2.31 -1.95 -0.0768
C 3.10 0.16 -0.47 -0.8058
C 1.44 -3.98 1.23 -1.2762
C -1.19 -3.00 1.41 -1.2297
C 4.34 -1.53 1.83 -1.2580
C 1.28 -1.11 1.71 -0.5136
C -3.56 -0.36 -2.15 -0.9017
C -3.04 1.48 3.76 -0.8823
C 1.58 3.07 0.01 -0.0531
C -4.39 0.60 -2.67 -0.6582
C 3.29 1.24 2.50 -1.0171
C -2.35 -0.02 -1.54 1.0021
C -1.98 1.32 -1.46 -0.1770
C -4.02 1.94 -2.56 -0.4480
C 0.88 2.38 -3.96 0.5530
H 2.13 0.20 -0.96 -0.1835
H -3.82 -1.41 -2.21 0.5578
H -0.95 -3.53 2.33 0.4329
H 2.48 -3.86 0.97 0.3772
H 5.31 -1.08 1.65 0.3491
H 2.50 1.99 2.47 0.2334
H 4.30 -1.82 2.88 0.3486
H 0.45 -3.50 -1.70 0.3977
H 2.11 -3.22 -1.18 0.4790
H 4.21 1.73 2.20 0.3419
H 1.16 -1.90 -1.86 0.3269
H 2.52 3.63 0.10 0.4305
H -5.32 0.35 -3.14 0.5244
H 3.40 0.95 3.54 0.3092
H 1.16 -1.41 2.76 0.8743
H -3.49 0.78 4.45 0.3471
H -2.57 3.35 -1.88 0.5996
H 1.32 -4.02 2.30 0.4491
H -1.74 -3.67 0.76 0.3837
H -3.31 2.52 3.85 0.3670
H -1.86 -2.18 1.67 0.1700
H 1.01 -4.84 0.75 0.3898
H 3.68 -0.60 -0.99 0.5003
H -0.49 1.38 0.05 -0.2781
H 3.59 1.11 -0.62 0.3827
H 4.28 -2.44 1.24 0.3416
```

=====

(4)
Computed, not measured: a 3-piece molecular cluster, C18H26I2Si overall, with the ωB97M-V functional and the def2-TZVPD basis.

Values from the calculation:
- highest occupied orbital energy (Eh) = -0.3414
- largest force on an atom (eV/A) = 0.19
- Kohn-Sham gap (eV) = 9.7
- net charge = 0

Geometry as XYZ:
```
47
Properties=species:S:1:pos:R:3:mulliken_charge:R:1
I -1.62 0.23 -1.08 0.0468
I 4.85 -3.32 -0.59 0.0114
Si 1.76 -2.41 1.20 0.4374
C -4.25 1.03 2.76 -0.4210
C 0.49 0.80 -7.01 -0.3760
C -0.56 -0.70 1.65 -0.3489
C 4.21 -1.31 -0.12 -0.4188
C -5.27 0.59 3.60 -0.3811
C -3.98 1.27 5.51 -0.3301
C 5.03 -0.75 1.05 -1.1176
C 1.63 1.37 -6.46 -0.3404
C -0.55 0.40 -6.18 -0.4929
C -3.10 1.59 3.30 -0.1351
C -0.40 0.45 0.66 -0.9566
C -0.08 -2.06 1.14 -0.6631
C -2.96 1.71 4.67 -0.5182
C 2.70 -1.19 0.12 -0.8023
C -5.13 0.71 4.98 -0.3976
C 0.70 1.12 -4.26 0.0171
C -0.45 0.56 -4.81 -0.1223
C 1.74 1.52 -5.09 -0.5089
H 1.98 -3.81 0.78 -0.1978
H 2.44 1.68 -7.11 0.3544
H -3.87 1.37 6.59 0.3642
H 2.22 -2.25 2.61 -0.1255
H 2.63 1.96 -4.66 0.3594
H 2.57 -0.22 0.61 0.3557
H -1.25 0.24 -4.16 0.0892
H 0.41 0.68 -8.08 0.3551
H 0.62 0.54 0.28 0.3155
H -1.44 -0.04 -6.61 0.3516
H 4.46 -0.79 -1.04 0.4575
H -0.45 -2.24 0.13 0.3412
H 5.97 -1.27 1.19 0.3851
H -1.62 -0.75 1.93 0.2548
H -0.02 -0.42 2.56 0.3147
H -6.16 0.15 3.19 0.3651
H 0.77 1.24 -3.19 0.2498
H -2.07 2.15 5.09 0.3692
H 4.47 -0.82 1.98 0.2795
H 2.17 -1.12 -0.84 0.4214
H -0.69 1.40 1.10 0.4268
H -0.54 -2.84 1.76 0.3273
H -2.32 1.94 2.64 0.3665
H 5.24 0.30 0.87 0.3081
H -5.92 0.37 5.64 0.3584
H -4.36 0.93 1.69 0.3715
```